Here is a molecular structure, C24H43ClP2Pt in a non-equilibrium geometry from the OMol25 dataset. Energies are from ωB97M-V/def2-TZVPD.

Values from the calculation:
* E_HOMO (alpha / beta): -12.8488 / -13.0427 eV
* total energy: -59910.9537 eV
* lowest unoccupied orbital energy (alpha / beta): -6.65 / -7.84 eV
* strongest force on any atom: 3.0 eV/Å
* <S²>: 6.02
* energy relative to the best compared isomer or geometry (same formula, charge and spin): 0.00 kJ/mol

Structure (ORCA input):
```
! RIJCOSX wB97M-V def2-TZVPD def2/J DEFGRID3
* xyz 2 5
Pt -0.6585 1.1773 -1.1044
Cl 1.0932 -1.5253 -1.8022
P 1.5421 1.5864 -2.0457
P -3.8484 -2.0035 1.0653
C 1.6130 -3.6569 1.6581
C 1.1315 -2.4710 2.2630
C -2.8782 3.2878 -1.0921
C 2.7692 -3.3276 0.9096
C 3.0243 -1.9386 1.0640
C -2.4184 3.1492 -2.5364
C 1.9608 -1.3925 1.8483
C -2.1013 2.3557 -0.1597
C 0.1497 2.8722 -2.5344
C -3.3749 -0.8526 2.4679
C -0.3557 -0.8609 -0.9749
C 1.8156 0.0142 2.2379
C -0.7698 2.7405 0.2574
C 2.1811 1.0375 -3.6518
C -0.0483 3.9702 -0.1991
C 3.6445 -4.2727 0.1968
C 2.8056 2.5364 -1.1913
C -3.4291 -0.7744 -0.1097
C -5.6735 -1.8796 0.7775
C 4.2468 -1.2482 0.6358
C 0.1653 4.1586 -1.7071
C -1.2150 2.2445 -2.7005
C 0.0458 -2.4021 3.2676
C 1.0906 -5.0198 1.8692
H -2.8365 4.3284 -0.7536
H -1.1760 -1.4410 -1.3955
H 1.1203 4.6637 -1.8902
H -4.1943 -0.1762 2.7282
H 3.0906 -5.1749 -0.0867
H 0.5702 2.9860 -3.5472
H -1.2986 1.5903 -3.5774
H 4.4897 -4.5872 0.8256
H 2.2792 0.6891 1.5068
H -0.1429 -1.3634 3.5525
H -3.2284 2.7054 -3.1173
H 1.0718 -5.5861 0.9318
H 1.4281 0.4153 -4.1515
H 4.1503 -0.1667 0.7842
H 0.7574 0.3031 2.3126
H 4.0621 -3.8237 -0.7115
H -3.0780 -1.4302 3.3530
H 4.4642 -1.4704 -0.4162
H 1.7222 -5.5745 2.5779
H 2.4759 2.8784 -0.2060
H 0.0766 -4.9875 2.2800
H 2.2771 0.2192 3.2176
H 0.9287 3.9496 0.2855
H -2.6989 1.8623 0.6125
H -0.2476 -1.2137 0.0542
H -2.5185 -0.2570 2.1275
H -0.5412 4.8663 0.1980
H -0.5850 4.8503 -2.0960
H -0.4926 2.4147 1.2682
H 3.6676 1.8722 -1.0656
H -2.2375 4.1125 -3.0144
H -3.8945 0.2173 0.0692
H 2.3924 1.9398 -4.2445
H 5.0978 -1.6096 1.2350
H -6.2281 -2.3092 1.6094
H -0.8799 -2.8554 2.8895
H -3.1390 -0.9501 -1.1654
H 0.3416 -2.9605 4.1714
H 3.1100 0.4714 -3.4783
H -5.9633 -0.8370 0.6068
H 3.0853 3.3885 -1.8207
H -5.8498 -2.4699 -0.1312
H -3.9366 3.0157 -1.0374
*
```

Mulliken atomic charge list, values in e, 8 entries:
1 Pt 0.16
2 Cl -0.19
3 P 0.71
4 P -0.02
5 C 0.57
6 C 0.91
7 C -0.91
8 C 0.76